{
  "formula": "C2H13NO4",
  "method": "wB97M-V/def2-TZVPD",
  "symbols": ["C", "C", "N", "H", "H", "H", "H", "H", "H", "H", "O", "H", "H", "O", "H", "H", "O", "H", "H", "O"],
  "coordinates": [[-1.08, 0.38, 1.78], [-0.71, 1.48, 1.06], [-0.27, 1.55, -0.27], [-1.81, -0.29, 1.34], [-0.69, 0.35, 2.79], [-0.82, 2.43, 1.58], [0.49, 0.89, -0.40], [0.13, 2.45, -0.49], [-1.93, 0.17, -0.71], [-3.13, -0.80, -0.81], [-2.17, -0.76, -0.86], [3.33, 0.75, -1.07], [2.73, 0.02, 0.09], [2.81, 0.92, -0.28], [1.01, -1.33, -0.01], [0.69, -1.30, 1.44], [1.42, -1.52, 0.85], [0.30, -2.38, -2.42], [-0.62, -1.45, -1.71], [0.32, -1.57, -1.88]],
  "homo_lumo_gap_ev": 8.65,
  "homo_energy_ev": -8.01,
  "total_energy_ev": -11963.5825,
  "de_lowest_ev": 1.8840,
  "smiles": "C=CN.O.O.O.O"
}


{
  "formula": "C2H13NO4",
  "method": "wB97M-V/def2-TZVPD",
  "symbols": ["C", "N", "C", "O", "H", "H", "H", "H", "H", "H", "H", "H", "H", "O", "H", "H", "O", "H", "H", "O"],
  "coordinates": [[-0.49, -1.26, -0.25], [-0.83, 0.15, -0.29], [-2.05, 0.52, -0.84], [-1.88, 0.86, -2.29], [-0.97, -1.97, -0.94], [-0.77, -1.71, 0.72], [0.58, -1.45, -0.33], [-0.03, 0.71, -0.53], [-2.97, -0.03, -0.68], [-2.25, 1.54, -0.50], [-1.65, 0.15, -2.89], [1.46, 1.22, 1.25], [2.28, 2.42, 0.61], [1.57, 2.18, 1.18], [2.64, -0.11, -1.09], [1.23, 0.47, -1.14], [2.14, 0.71, -0.94], [0.93, -0.86, 2.52], [0.07, -1.95, 3.27], [0.94, -1.57, 3.16]],
  "homo_lumo_gap_ev": 9.80,
  "homo_energy_ev": -9.46,
  "total_energy_ev": -11963.3630,
  "de_lowest_ev": 2.1036,
  "smiles": "CNCO.O.O.O"
}


{
  "formula": "C2H13NO4",
  "method": "wB97M-V/def2-TZVPD",
  "symbols": ["C", "O", "C", "N", "H", "H", "H", "H", "H", "H", "H", "H", "H", "O", "H", "H", "O", "H", "H", "O"],
  "coordinates": [[-2.13, -0.63, 1.02], [-2.15, 0.81, 0.92], [-1.32, -1.29, -0.09], [0.10, -1.28, 0.18], [-1.62, -0.78, 1.97], [-3.16, -0.96, 1.06], [-1.23, 1.08, 0.81], [-1.65, -2.34, -0.19], [-1.56, -0.82, -1.04], [0.76, -1.25, -0.60], [0.43, -1.80, 0.98], [3.02, 1.86, -1.18], [1.75, 1.88, -0.25], [2.10, 1.60, -1.11], [0.70, 1.22, 2.37], [0.67, 0.26, 1.10], [0.78, 1.19, 1.41], [1.02, -0.86, -2.85], [1.59, 0.16, -1.79], [1.69, -0.74, -2.15]],
  "homo_lumo_gap_ev": 9.93,
  "homo_energy_ev": -9.24,
  "total_energy_ev": -11965.0130,
  "de_lowest_ev": 0.4535,
  "smiles": "NCCO.O.O.O"
}


{
  "formula": "C2H14CdO6",
  "method": "wB97M-V/def2-TZVPD",
  "symbols": ["Cd", "C", "O", "H", "H", "H", "C", "O", "H", "H", "H", "O", "H", "H", "O", "H", "H", "O", "H", "H", "O", "H", "H"],
  "coordinates": [[0.06, 0.19, 0.15], [-1.53, -1.61, 2.49], [-0.62, -0.76, 1.92], [-1.73, -2.53, 1.90], [-1.20, -1.95, 3.49], [-2.53, -1.14, 2.65], [1.30, 1.02, -2.76], [0.93, 1.30, -1.46], [0.76, 1.65, -3.49], [2.38, 1.21, -2.92], [1.11, -0.03, -3.06], [0.78, 1.95, 1.40], [0.46, 2.53, 2.10], [1.72, 2.10, 1.32], [2.05, -0.94, 0.26], [2.74, -0.89, -0.41], [2.35, -1.53, 0.96], [-1.84, 1.39, -0.31], [-2.66, 1.56, 0.17], [-1.61, 2.19, -0.80], [-0.76, -1.60, -1.10], [-1.53, -1.58, -1.67], [-0.64, -2.52, -0.84]],
  "homo_lumo_gap_ev": 7.68,
  "homo_energy_ev": -7.46,
  "total_energy_ev": -19148.7926,
  "de_lowest_ev": 0.4079
}


{
  "formula": "C2H14F6O13S2",
  "method": "wB97M-V/def2-TZVPD",
  "symbols": ["C", "F", "F", "F", "S", "O", "O", "O", "C", "F", "F", "F", "S", "O", "O", "O", "O", "H", "H", "O", "H", "H", "O", "H", "H", "O", "H", "H", "O", "H", "H", "O", "H", "H", "O", "H", "H"],
  "coordinates": [[0.47, 0.01, -0.58], [1.32, 0.31, -1.55], [1.13, -0.70, 0.32], [0.06, 1.13, -0.02], [-0.99, -1.00, -1.18], [-1.95, -0.01, -1.64], [-0.50, -1.85, -2.24], [-1.41, -1.71, 0.04], [3.06, 2.93, 4.14], [4.19, 2.28, 4.34], [2.25, 2.61, 5.16], [3.20, 4.25, 4.24], [2.27, 2.45, 2.45], [1.20, 3.38, 2.19], [3.43, 2.47, 1.55], [1.80, 1.08, 2.74], [-3.21, -3.89, 0.18], [-4.09, -3.52, 0.15], [-2.65, -3.18, 0.54], [3.19, -1.33, 2.94], [2.52, -0.76, 2.54], [3.59, -0.76, 3.61], [-1.19, 2.98, -1.72], [-0.97, 2.07, -1.94], [-2.10, 3.09, -2.00], [-1.34, -0.82, 2.62], [-1.73, -1.45, 3.23], [-1.26, -1.31, 1.77], [2.00, -2.42, -3.30], [1.16, -2.22, -2.83], [2.68, -1.99, -2.77], [-3.87, 0.49, -3.48], [-4.68, 0.03, -3.23], [-3.26, 0.37, -2.71], [-1.32, -1.08, -4.90], [-1.92, -0.39, -4.60], [-1.04, -1.52, -4.07]],
  "homo_lumo_gap_ev": 8.34,
  "homo_energy_ev": -3.82,
  "charge": -2,
  "total_energy_ev": -66898.3307
}


{
  "formula": "C2H14NO3",
  "method": "wB97M-V/def2-TZVPD",
  "symbols": ["C", "C", "N", "H", "H", "H", "H", "H", "H", "H", "H", "H", "H", "O", "H", "H", "O", "H", "H", "O"],
  "coordinates": [[0.34, -0.39, 1.16], [0.42, 1.15, 1.35], [1.21, 1.58, 0.22], [1.24, -0.89, 0.69], [0.19, -0.91, 2.13], [-0.59, -0.63, 0.53], [-0.65, 1.49, 1.19], [0.79, 1.55, 2.30], [2.10, 1.17, 0.43], [1.32, 2.60, 0.12], [0.89, 1.22, -0.74], [-1.85, 0.28, -1.26], [-1.43, -1.26, -1.47], [-1.24, -0.34, -1.70], [1.63, 0.60, -3.02], [0.95, -0.49, -2.11], [1.49, 0.29, -2.08], [-1.53, -2.43, 1.06], [-3.04, -2.57, 0.63], [-2.23, -2.00, 0.59]],
  "homo_lumo_gap_ev": 11.91,
  "homo_energy_ev": -14.97,
  "charge": 1,
  "total_energy_ev": -9927.2689,
  "de_lowest_ev": 1.1769
}


{
  "formula": "C2H14NO3",
  "method": "wB97M-V/def2-TZVPD",
  "symbols": ["C", "N", "C", "H", "H", "H", "H", "H", "H", "H", "H", "H", "H", "O", "H", "H", "O", "H", "H", "O"],
  "coordinates": [[-1.92, -1.87, -0.10], [-2.40, -0.41, 0.16], [-3.48, 0.09, -0.72], [-2.72, -2.57, -0.28], [-1.47, -1.86, -1.10], [-1.27, -2.32, 0.62], [-1.47, 0.20, 0.00], [-2.46, -0.20, 1.24], [-3.67, 1.16, -0.44], [-4.37, -0.47, -0.74], [-3.18, 0.24, -1.76], [1.68, 0.13, 1.11], [1.71, 1.48, 0.27], [1.01, 0.74, 0.48], [3.80, -0.54, 0.31], [4.21, -0.11, 1.76], [3.51, -0.55, 1.27], [3.62, 2.57, -0.13], [4.65, 2.36, -1.41], [4.24, 1.92, -0.51]],
  "homo_lumo_gap_ev": 11.01,
  "homo_energy_ev": -14.24,
  "charge": 1,
  "total_energy_ev": -9925.9116,
  "de_lowest_ev": 2.5341
}


{
  "formula": "C2H14NO3",
  "method": "wB97M-V/def2-TZVPD",
  "symbols": ["C", "N", "C", "H", "H", "H", "H", "H", "H", "H", "H", "H", "H", "O", "H", "H", "O", "H", "H", "O"],
  "coordinates": [[1.27, 0.78, 1.39], [1.61, -0.34, 0.40], [0.87, -1.71, 0.65], [1.81, 1.68, 1.09], [0.21, 0.98, 1.51], [1.68, 0.48, 2.32], [2.57, -0.59, 0.35], [1.31, 0.05, -0.55], [1.37, -2.26, 1.53], [0.80, -2.31, -0.22], [-0.22, -1.61, 0.96], [-0.23, 0.64, -1.95], [0.88, 1.28, -2.77], [0.72, 0.94, -1.83], [-2.13, -0.02, -1.07], [-2.50, 0.96, -2.24], [-1.81, 0.44, -1.84], [-2.17, 0.06, 2.37], [-2.15, -1.09, 1.45], [-2.08, -0.17, 1.45]],
  "homo_lumo_gap_ev": 12.26,
  "homo_energy_ev": -15.11,
  "charge": 1,
  "total_energy_ev": -9927.1936,
  "de_lowest_ev": 1.2521
}


{
  "formula": "C2H14NO4",
  "method": "wB97M-V/def2-TZVPD",
  "symbols": ["C", "O", "C", "N", "H", "H", "H", "H", "H", "H", "H", "H", "H", "H", "O", "H", "H", "O", "H", "H", "O"],
  "coordinates": [[0.96, -1.13, 1.40], [1.41, 0.21, 1.76], [-0.48, -0.92, 0.96], [-0.63, 0.10, -0.12], [1.03, -1.76, 2.28], [1.63, -1.47, 0.62], [2.28, 0.40, 1.38], [-0.73, -1.88, 0.51], [-1.11, -0.64, 1.80], [-1.48, 0.03, -0.65], [0.14, 0.02, -0.78], [-0.55, 1.02, 0.33], [-0.55, -2.92, -1.93], [0.88, -2.72, -1.61], [0.04, -2.24, -1.55], [-0.47, 2.89, 0.26], [-0.51, 2.92, 1.78], [-0.99, 2.58, 1.01], [0.47, 2.06, -2.47], [-0.93, 1.63, -2.88], [-0.40, 1.82, -2.10]],
  "homo_lumo_gap_ev": 11.41,
  "homo_energy_ev": -14.49,
  "charge": 1,
  "total_energy_ev": -11975.1925,
  "de_lowest_ev": 0.2502
}


{
  "formula": "C2H14NO5",
  "method": "wB97M-V/def2-TZVPD",
  "symbols": ["C", "N", "C", "O", "H", "H", "H", "H", "H", "H", "H", "H", "O", "H", "H", "O", "H", "H", "O", "H", "H", "O"],
  "coordinates": [[1.25, -1.67, -0.62], [0.38, -0.51, -0.35], [1.03, 0.70, 0.33], [0.37, 1.77, -0.09], [0.73, -2.61, -0.37], [2.09, -1.47, 0.07], [1.38, -1.75, -1.69], [-0.14, -0.18, -1.15], [2.12, 0.57, 0.20], [1.00, 0.58, 1.47], [-1.18, 1.59, 0.54], [-1.29, 1.84, 1.99], [-1.82, 1.44, 1.30], [-1.87, -0.72, -0.37], [-3.37, -0.26, -0.10], [-2.81, -0.92, -0.53], [-0.84, -0.87, 1.75], [0.28, -1.81, 1.88], [-0.64, -1.73, 2.15], [1.25, 1.40, -2.56], [0.98, 2.28, -1.40], [1.10, 2.34, -2.44]],
  "homo_lumo_gap_ev": 8.31,
  "homo_energy_ev": -4.67,
  "charge": -1,
  "total_energy_ev": -14029.3269,
  "de_lowest_ev": 1.1965
}


> What is the formula in the third record?

C2H13NO4


> Number 4 is which compound?

C2H14CdO6